Record 1
The following is a DFT calculation (wB97M-V/def2-TZVPD) of 6 unconnected molecules or ions with the total composition C29H66I2N3O11 in a non-equilibrium geometry.

Computed properties:
Highest occupied orbital energy (eV): -10.38
DFT total energy (Ha): -2731.44409
Total charge: +1

Each atom is followed by the atoms it is bonded to, with distances in Å.
Geometry (Å):
1 C -1.894 -4.613 -0.135  C2 1.544, H16 1.087, H17 1.089, H18 1.089
2 C -0.812 -3.567 -0.478  C1 1.544, C3 1.544, H19 1.092, H20 1.086
3 C -1.134 -2.146 0.032  C2 1.544, I4 2.141, C5 1.522, H21 1.089
4 I -1.156 -0.712 -1.558  C3 2.141
5 C -0.153 -1.687 1.101  C3 1.522, C6 1.523, N15 1.496, H22 1.091
6 C -0.258 -0.268 1.646  C5 1.523, C7 1.515, H23 1.084, H24 1.094
7 C -1.555 -0.147 2.421  C6 1.515, C8 1.520, N12 1.499, H25 1.092
8 C -1.987 1.251 2.829  C7 1.520, C9 1.504, H26 1.089, H27 1.086
9 C -3.485 1.312 2.938  C8 1.504, O10 1.181, I11 2.163
10 O -4.098 1.358 3.947  C9 1.181
11 I -4.536 1.184 1.051  C9 2.163
12 N -1.361 -1.022 3.622  C7 1.499, C13 1.352, H28 1.015
13 C -1.078 -2.310 3.322  N12 1.352, N14 1.334, N15 1.346
14 N -1.514 -3.296 4.108  C13 1.334, H29 1.006, H30 1.005
15 N -0.268 -2.595 2.285  C5 1.496, C13 1.346, H31 1.014
16 H -2.314 -5.046 -1.039  C1 1.087
17 H -1.487 -5.426 0.465  C1 1.089
18 H -2.729 -4.166 0.402  C1 1.089
19 H 0.160 -3.868 -0.080  C2 1.092
20 H -0.685 -3.538 -1.556  C2 1.086
21 H -2.158 -2.138 0.403  C3 1.089
22 H 0.857 -1.809 0.707  C5 1.091
23 H -0.118 0.500 0.895  C6 1.084
24 H 0.564 -0.172 2.361  C6 1.094
25 H -2.369 -0.600 1.850  C7 1.092
26 H -1.669 1.945 2.052  C8 1.089
27 H -1.563 1.550 3.784  C8 1.086
28 H -2.136 -0.961 4.276  N12 1.015
29 H -2.035 -3.093 4.945  N14 1.006
30 H -1.228 -4.251 3.978  N14 1.005
31 H -0.325 -3.573 2.025  N15 1.014
32 C 3.275 0.774 5.427  O33 1.418, H38 1.088, H39 1.092, H40 1.095
33 O 3.623 -0.600 5.478  C32 1.418, C34 1.409
34 C 2.637 -1.467 4.966  O33 1.409, C35 1.514, H41 1.098, H42 1.095
35 C 2.916 -1.895 3.541  C34 1.514, O36 1.417, H43 1.095, H44 1.094
36 O 2.868 -0.814 2.625  C35 1.417, C37 1.422
37 C 4.143 -0.279 2.292  O36 1.422, H45 1.094, H46 1.091, H47 1.088
38 H 4.190 1.346 5.561  C32 1.088
39 H 2.824 1.042 4.469  C32 1.092
40 H 2.580 1.026 6.235  C32 1.095
41 H 1.646 -0.998 5.029  C34 1.098
42 H 2.628 -2.361 5.598  C34 1.095
43 H 2.133 -2.596 3.231  C35 1.095
44 H 3.875 -2.419 3.483  C35 1.094
45 H 4.651 -0.917 1.562  C37 1.094
46 H 4.773 -0.171 3.175  C37 1.091
47 H 3.979 0.703 1.851  C37 1.088
48 C 2.580 1.284 -1.978  O49 1.416, H54 1.090, H55 1.091, H56 1.097
49 O 1.534 2.218 -1.790  C48 1.416, C50 1.421
50 C 1.944 3.567 -1.968  O49 1.421, C51 1.513, H57 1.094, H58 1.094
51 C 1.623 4.092 -3.350  C50 1.513, O52 1.414, H59 1.094, H60 1.095
52 O 2.318 3.392 -4.364  C51 1.414, C53 1.417
53 C 1.554 2.384 -5.003  O52 1.417, H61 1.096, H62 1.093, H63 1.089
54 H 2.124 0.309 -2.146  C48 1.090
55 H 3.203 1.534 -2.838  C48 1.091
56 H 3.211 1.230 -1.082  C48 1.097
57 H 3.016 3.665 -1.770  C50 1.094
58 H 1.408 4.172 -1.230  C50 1.094
59 H 1.933 5.139 -3.402  C51 1.094
60 H 0.543 4.051 -3.527  C51 1.095
61 H 0.875 2.826 -5.740  C53 1.096
62 H 0.970 1.800 -4.287  C53 1.093
63 H 2.248 1.722 -5.519  C53 1.089
64 C -4.671 -2.471 -2.473  O65 1.419, H70 1.089, H71 1.091, H72 1.096
65 O -5.069 -3.348 -1.432  C64 1.419, C66 1.420
66 C -6.314 -3.001 -0.844  O65 1.420, C67 1.513, H73 1.095, H74 1.095
67 C -7.473 -3.785 -1.418  C66 1.513, O68 1.413, H75 1.094, H76 1.095
68 O -7.675 -3.518 -2.791  C67 1.413, C69 1.417
69 C -7.119 -4.489 -3.660  O68 1.417, H77 1.095, H78 1.092, H79 1.088
70 H -3.894 -2.974 -3.047  C64 1.089
71 H -5.497 -2.221 -3.140  C64 1.091
72 H -4.255 -1.550 -2.050  C64 1.096
73 H -6.499 -1.927 -0.958  C66 1.095
74 H -6.241 -3.217 0.227  C66 1.095
75 H -8.384 -3.487 -0.890  C67 1.094
76 H -7.323 -4.857 -1.251  C67 1.095
77 H -7.757 -5.377 -3.707  C69 1.095
78 H -6.116 -4.786 -3.346  C69 1.092
79 H -7.064 -4.044 -4.651  C69 1.088
80 C 1.076 2.744 8.533  O81 1.416, H86 1.088, H87 1.093, H88 1.094
81 O 0.070 3.733 8.423  C80 1.416, C82 1.415
82 C 0.120 4.478 7.221  O81 1.415, C83 1.512, H89 1.095, H90 1.093
83 C -0.880 3.986 6.199  C82 1.512, O84 1.424, H91 1.093, H92 1.094
84 O -0.619 2.650 5.784  C83 1.424, C85 1.416
85 C -1.393 1.683 6.470  O84 1.416, H93 1.098, H94 1.090, H95 1.092
86 H 0.773 2.057 9.321  C80 1.088
87 H 1.199 2.186 7.601  C80 1.093
88 H 2.035 3.194 8.808  C80 1.094
89 H 1.131 4.461 6.801  C82 1.095
90 H -0.124 5.515 7.467  C82 1.093
91 H -0.818 4.621 5.312  C83 1.093
92 H -1.895 4.063 6.601  C83 1.094
93 H -2.405 1.639 6.047  C85 1.098
94 H -1.457 1.892 7.538  C85 1.090
95 H -0.902 0.718 6.328  C85 1.092
96 C 4.766 0.011 -8.009  O97 1.416, H102 1.089, H103 1.091, H104 1.095
97 O 3.717 0.942 -7.812  C96 1.416, C98 1.419
98 C 4.118 2.295 -7.957  O97 1.419, C99 1.513, H105 1.095, H106 1.094
99 C 3.804 2.855 -9.327  C98 1.513, O100 1.415, H107 1.094, H108 1.095
100 O 4.518 2.201 -10.359  C99 1.415, C101 1.416
101 C 3.772 1.204 -11.034  O100 1.416, H109 1.095, H110 1.092, H111 1.089
102 H 4.311 -0.965 -8.173  C96 1.089
103 H 5.375 0.269 -8.877  C96 1.091
104 H 5.409 -0.043 -7.124  C96 1.095
105 H 5.186 2.402 -7.743  C98 1.095
106 H 3.568 2.875 -7.210  C98 1.094
107 H 4.100 3.908 -9.345  C99 1.094
108 H 2.727 2.804 -9.515  C99 1.095
109 H 3.083 1.657 -11.754  C101 1.095
110 H 3.205 0.583 -10.338  C101 1.092
111 H 4.480 0.577 -11.573  C101 1.089



Record 2
The following is a DFT calculation (wB97M-V/def2-TZVPD) of 7 unconnected molecules or ions with the total composition C29H66I2O16S.

Computed properties:
Highest occupied orbital energy (eV): -8.90
DFT total energy (Ha): -3341.65650
Structure (SMILES): C/C(I)=C(\I)[C@H]1COS(=O)(=O)O1.COCCOC.COCCOC.COCCOC.COCCOC.COCCOC.COCCOC

Each atom is followed by the atoms it is bonded to, with distances in Å.
Geometry (Å):
1 C -0.198 3.937 -0.444  C2 1.501, H13 1.087, H14 1.091, H15 1.090
2 C 0.881 3.192 -1.175  C1 1.501, I3 2.104, C4 1.332
3 I 2.326 4.447 -2.048  C2 2.104
4 C 0.953 1.871 -1.330  C2 1.332, I5 2.090, C6 1.504
5 I -0.568 0.650 -0.579  C4 2.090
6 C 2.019 1.059 -2.013  C4 1.504, C7 1.516, O12 1.435, H16 1.094
7 C 2.007 1.060 -3.529  C6 1.516, O8 1.449, H17 1.089, H18 1.086
8 O 3.322 0.550 -3.861  C7 1.449, S9 1.580
9 S 4.392 0.974 -2.778  O8 1.580, O10 1.421, O11 1.423, O12 1.600
10 O 5.114 2.107 -3.242  S9 1.421
11 O 5.095 -0.176 -2.324  S9 1.423
12 O 3.358 1.422 -1.644  C6 1.435, S9 1.600
13 H 0.182 4.891 -0.088  C1 1.087
14 H -0.531 3.366 0.423  C1 1.091
15 H -1.055 4.106 -1.096  C1 1.090
16 H 1.894 0.020 -1.694  C6 1.094
17 H 1.916 2.041 -3.991  C7 1.089
18 H 1.291 0.355 -3.941  C7 1.086
19 C -6.726 4.117 -0.264  O20 1.414, H25 1.089, H26 1.093, H27 1.096
20 O -6.515 2.744 0.003  C19 1.414, C21 1.418
21 C -5.448 2.177 -0.740  O20 1.418, C22 1.511, H28 1.095, H29 1.094
22 C -4.186 2.051 0.080  C21 1.511, O23 1.419, H30 1.092, H31 1.096
23 O -3.654 3.319 0.433  C22 1.419, C24 1.417
24 C -3.936 3.705 1.768  O23 1.417, H32 1.094, H33 1.093, H34 1.089
25 H -7.419 4.490 0.488  C19 1.089
26 H -5.795 4.686 -0.206  C19 1.093
27 H -7.172 4.259 -1.255  C19 1.096
28 H -5.249 2.769 -1.640  C21 1.095
29 H -5.763 1.178 -1.057  C21 1.094
30 H -3.427 1.543 -0.519  C22 1.092
31 H -4.374 1.448 0.976  C22 1.096
32 H -3.333 3.128 2.476  C24 1.094
33 H -4.997 3.586 2.002  C24 1.093
34 H -3.666 4.756 1.862  C24 1.089
35 C 7.957 -0.495 -1.580  O36 1.420, H41 1.087, H42 1.092, H43 1.094
36 O 9.271 -0.973 -1.334  C35 1.420, C37 1.414
37 C 10.186 0.043 -0.970  O36 1.414, C38 1.513, H44 1.095, H45 1.095
38 C 10.432 0.077 0.523  C37 1.513, O39 1.417, H46 1.094, H47 1.095
39 O 9.271 0.446 1.247  C38 1.417, C40 1.414
40 C 8.581 -0.651 1.814  O39 1.414, H48 1.096, H49 1.093, H50 1.089
41 H 7.300 -1.358 -1.652  C35 1.087
42 H 7.609 0.152 -0.772  C35 1.092
43 H 7.914 0.057 -2.524  C35 1.094
44 H 9.830 1.022 -1.310  C37 1.095
45 H 11.134 -0.167 -1.476  C37 1.095
46 H 11.205 0.820 0.740  C38 1.094
47 H 10.797 -0.900 0.858  C38 1.095
48 H 9.134 -1.062 2.666  C40 1.096
49 H 8.412 -1.443 1.081  C40 1.093
50 H 7.619 -0.281 2.166  C40 1.089
51 C 2.611 -3.370 -1.811  O52 1.419, H57 1.089, H58 1.092, H59 1.096
52 O 1.505 -2.885 -1.066  C51 1.419, C53 1.416
53 C 0.504 -3.857 -0.822  O52 1.416, C54 1.514, H60 1.095, H61 1.096
54 C 0.601 -4.418 0.581  C53 1.514, O55 1.415, H62 1.095, H63 1.096
55 O 1.796 -5.150 0.777  C54 1.415, C56 1.416
56 C 2.798 -4.430 1.472  O55 1.416, H64 1.095, H65 1.093, H66 1.088
57 H 3.395 -2.616 -1.756  C51 1.089
58 H 2.988 -4.310 -1.403  C51 1.092
59 H 2.337 -3.519 -2.861  C51 1.096
60 H 0.570 -4.669 -1.553  C53 1.095
61 H -0.470 -3.369 -0.945  C53 1.096
62 H -0.237 -5.104 0.749  C54 1.095
63 H 0.526 -3.605 1.311  C54 1.096
64 H 2.540 -4.328 2.532  C56 1.095
65 H 2.953 -3.437 1.043  C56 1.093
66 H 3.721 -5.001 1.390  C56 1.088
67 C 1.337 3.701 5.664  O68 1.415, H73 1.088, H74 1.093, H75 1.095
68 O 0.335 2.940 6.312  C67 1.415, C69 1.416
69 C -0.971 3.464 6.155  O68 1.416, C70 1.513, H76 1.095, H77 1.094
70 C -1.754 2.718 5.097  C69 1.513, O71 1.417, H78 1.095, H79 1.095
71 O -1.197 2.891 3.805  C70 1.417, C72 1.416
72 C -0.413 1.796 3.370  O71 1.416, H80 1.096, H81 1.092, H82 1.089
73 H 2.253 3.112 5.682  C67 1.088
74 H 1.071 3.918 4.627  C67 1.093
75 H 1.515 4.644 6.193  C67 1.095
76 H -0.930 4.529 5.905  C69 1.095
77 H -1.487 3.360 7.114  C69 1.094
78 H -2.777 3.109 5.071  C70 1.095
79 H -1.804 1.655 5.352  C70 1.095
80 H -1.051 0.943 3.111  C72 1.096
81 H 0.312 1.491 4.129  C72 1.092
82 H 0.122 2.112 2.475  C72 1.089
83 C -5.669 -3.428 0.416  O84 1.415, H89 1.088, H90 1.093, H91 1.096
84 O -4.626 -4.182 1.004  C83 1.415, C85 1.415
85 C -3.333 -3.733 0.646  O84 1.415, C86 1.513, H92 1.095, H93 1.095
86 C -2.701 -2.892 1.733  C85 1.513, O87 1.419, H94 1.095, H95 1.095
87 O -3.406 -1.678 1.938  C86 1.419, C88 1.417
88 C -4.246 -1.698 3.079  O87 1.417, H96 1.095, H97 1.092, H98 1.089
89 H -6.597 -3.722 0.903  C83 1.088
90 H -5.518 -2.354 0.554  C83 1.093
91 H -5.750 -3.644 -0.656  C83 1.096
92 H -3.373 -3.164 -0.289  C85 1.095
93 H -2.710 -4.617 0.474  C85 1.095
94 H -1.681 -2.631 1.432  C86 1.095
95 H -2.641 -3.467 2.662  C86 1.095
96 H -3.654 -1.646 3.999  C88 1.095
97 H -4.868 -2.596 3.104  C88 1.092
98 H -4.888 -0.820 3.025  C88 1.089
99 C -4.549 -1.625 -5.913  O100 1.416, H105 1.088, H106 1.093, H107 1.095
100 O -3.205 -1.929 -5.587  C99 1.416, C101 1.416
101 C -2.398 -0.786 -5.370  O100 1.416, C102 1.512, H108 1.095, H109 1.095
102 C -2.197 -0.511 -3.897  C101 1.512, O103 1.419, H110 1.095, H111 1.095
103 O -3.408 -0.147 -3.255  C102 1.419, C104 1.413
104 C -3.987 -1.188 -2.495  O103 1.413, H112 1.097, H113 1.093, H114 1.089
105 H -5.111 -2.556 -5.863  C99 1.088
106 H -4.981 -0.907 -5.212  C99 1.093
107 H -4.623 -1.223 -6.929  C99 1.095
108 H -2.835 0.093 -5.856  C101 1.095
109 H -1.423 -0.978 -5.830  C101 1.095
110 H -1.510 0.334 -3.782  C102 1.095
111 H -1.749 -1.381 -3.405  C102 1.095
112 H -3.418 -1.357 -1.573  C104 1.097
113 H -4.041 -2.122 -3.062  C104 1.093
114 H -4.995 -0.874 -2.227  C104 1.089



Gap between HOMO and LUMO for the records above, in order: 7.65, 8.81 eV